Entry 1:
78
Properties=species:S:1:pos:R:3:forces:R:3:lowdin_charge:R:1 method="wB97M-V/def2-TZVPD" spin_multiplicity=2 total_charge=-1 e_tot_ev=-89209.2185
Ru 0.425247 0.241198 0.497273 -0.4 0.4 -3.0 1.097
O -2.839811 -2.429692 1.343769 0.4 0.8 -1.1 0.118
C -1.818740 -1.757923 0.733704 2.7 -2.5 4.0 -0.425
O -0.656997 -1.920103 1.179638 -2.6 0.5 -1.4 0.020
C -2.124401 -0.940089 -0.374151 -0.4 2.7 -3.5 -0.149
C -3.413512 -0.739428 -0.925001 1.2 -1.1 1.5 0.013
C -3.567767 0.031784 -2.038543 1.0 1.2 -1.3 -0.033
C -2.429801 0.625725 -2.633532 -1.4 -0.8 0.7 0.038
C -1.207811 0.447809 -2.019749 0.9 0.2 -0.4 -0.176
N -1.036018 -0.283353 -0.928021 -2.1 -0.8 1.7 0.068
C 0.050499 1.139943 -2.581997 -0.2 -0.2 0.1 -0.684
O 0.037631 1.500438 -3.750147 -0.3 0.0 -0.3 0.030
O 0.972541 1.317046 -1.740711 0.5 -0.8 1.3 -0.137
H -2.441404 -2.874390 2.106051 0.2 0.0 0.1 0.125
H -4.246432 -1.214443 -0.430016 -0.1 -0.1 0.0 0.118
H -4.545898 0.204928 -2.468231 0.0 -0.1 0.0 0.107
H -2.495754 1.227090 -3.525160 0.1 0.0 -0.1 0.120
C -0.928433 5.023906 -0.145386 0.3 -0.8 -0.6 -0.228
S -0.204164 3.469965 -0.879117 0.6 2.3 0.4 0.886
C 1.533913 3.895365 -0.485129 -0.4 -0.3 -0.3 -0.242
O -0.627959 2.453351 0.103240 -0.6 -0.6 0.8 -0.607
H -0.648291 5.089651 0.898323 0.2 -0.1 0.2 0.039
H -2.006103 4.939644 -0.229024 -0.1 -0.1 0.0 0.038
H -0.590641 5.888369 -0.704211 0.1 0.2 -0.1 0.037
H 1.682026 3.824668 0.588883 -0.2 0.0 0.1 0.021
H 1.753760 4.888218 -0.863525 0.0 0.2 -0.1 0.045
H 2.141355 3.147070 -0.987022 0.0 0.0 0.0 0.035
C 5.528313 -2.129807 0.237252 -0.5 -0.5 -0.2 -0.193
Si 4.001993 -3.119832 -0.352428 0.1 0.2 0.1 0.476
C 4.326300 -3.845127 -2.093212 -0.2 0.3 0.6 -0.199
C 3.686138 -4.595979 0.827599 0.0 0.6 -0.4 -0.188
C 2.596945 -1.921406 -0.321995 0.7 -0.8 -0.4 -0.209
C 1.774445 -1.034919 -0.181218 -0.4 0.1 1.1 -0.303
H 6.412343 -2.749092 0.366126 0.1 -0.2 0.0 0.012
H 5.311840 -1.645566 1.184985 -0.1 0.0 0.2 0.023
H 5.765613 -1.343502 -0.473366 0.0 0.1 -0.2 0.021
H 5.235335 -4.441181 -2.117158 0.2 -0.1 0.1 0.015
H 4.426690 -3.055545 -2.830371 0.0 0.2 -0.1 0.018
H 3.505239 -4.482704 -2.406217 -0.2 -0.1 0.0 0.015
H 4.555486 -5.243522 0.925193 0.2 0.0 -0.1 0.017
H 2.859426 -5.202860 0.468958 -0.2 -0.1 -0.1 0.018
H 3.420407 -4.242818 1.818909 0.0 0.1 0.2 0.003
Cl 2.041770 1.234691 1.730402 0.8 0.4 0.8 0.036
O -1.010464 0.676901 1.991937 0.4 -0.8 -1.7 -0.427
Si -1.114441 0.484210 3.540611 0.3 0.3 1.7 0.436
C -0.581582 -1.239713 4.172659 -0.3 0.6 -0.2 -0.221
C -1.432709 -2.046339 4.920368 -0.1 0.1 0.0 -0.107
C -1.066438 -3.329159 5.291837 -0.1 -0.2 0.1 -0.108
C 0.160880 -3.834386 4.903520 0.1 -0.2 0.0 -0.105
C 1.024681 -3.044348 4.163017 0.1 0.0 0.0 -0.079
C 0.654905 -1.759692 3.806652 0.2 0.1 0.0 -0.101
C -0.053697 1.815884 4.415656 -0.4 -0.7 -0.2 -0.238
C -0.010378 3.082428 3.843761 -0.2 0.1 -0.1 -0.120
C 0.780322 4.083692 4.373174 0.0 0.2 -0.1 -0.100
C 1.559798 3.827279 5.488153 0.1 0.0 0.1 -0.110
C 1.529045 2.571446 6.069815 0.2 0.1 0.2 -0.104
C 0.725452 1.577196 5.538688 -0.1 -0.1 0.0 -0.103
C -2.921475 0.723684 4.097874 0.7 -0.1 -0.1 -0.215
C -3.966869 0.712645 3.186199 0.0 0.0 -0.1 -0.087
C -5.280699 0.843581 3.602650 -0.1 0.0 0.0 -0.098
C -5.567658 0.982368 4.949956 -0.2 0.0 0.0 -0.112
C -4.535698 1.008501 5.871212 0.0 0.0 0.3 -0.101
C -3.226064 0.883196 5.443735 0.0 0.0 0.1 -0.109
H -2.401851 -1.666199 5.211578 -0.1 0.0 0.1 0.088
H -1.742602 -3.934622 5.882717 0.0 0.0 0.0 0.093
H 0.440465 -4.845238 5.168483 0.0 -0.1 0.1 0.093
H 1.986709 -3.430628 3.859226 0.1 0.0 -0.1 0.091
H 1.330504 -1.152806 3.217486 0.1 0.0 -0.1 0.073
H -0.601092 3.266579 2.959093 0.0 0.1 -0.2 0.090
H 0.798200 5.065561 3.916605 0.0 0.0 -0.1 0.093
H 2.200797 4.599067 5.893185 0.0 0.0 0.0 0.091
H 2.141909 2.367671 6.938323 0.0 0.0 0.1 0.092
H 0.709575 0.596673 5.996969 0.1 -0.1 0.1 0.096
H -3.738261 0.596447 2.138060 0.0 0.0 -0.2 0.090
H -6.083144 0.835307 2.878177 -0.1 0.0 -0.1 0.093
H -6.593511 1.071525 5.281506 -0.1 0.0 0.0 0.092
H -4.755171 1.125141 6.925308 0.0 0.0 0.0 0.095
H -2.423114 0.903920 6.167213 0.1 0.0 0.1 0.103

=====

Entry 2:
100
Properties=species:S:1:pos:R:3:forces:R:3:lowdin_charge:R:1 method="wB97M-V/def2-TZVPD" total_charge=0 smiles="O=C1OC[C@@H](F)O1.O=C1OC[C@@H](F)O1.O=C1OC[C@@H](F)O1.O=C1OC[C@@H](F)O1.O=C1OC[C@@H](F)O1.O=C1OC[C@@H](F)O1.O=C1OC[C@@H](F)O1.O=C1OC[C@@H](F)O1.c1cc[nH]c1.c1cc[nH]c1" de_lowest_kj_mol=123.5
C -1.054451 -5.558357 -6.034703 0.1 0.7 -0.7 -0.036
C -0.360890 -5.308423 -4.724378 0.2 0.4 -0.2 -0.315
O -1.212343 -4.336948 -4.142135 2.1 -0.4 1.2 0.149
C -2.423813 -4.547264 -4.593948 -1.1 0.3 1.6 -0.638
O -3.394285 -4.242829 -3.980292 -1.0 0.4 -0.2 0.170
O -2.379566 -5.184021 -5.725955 -1.8 -1.9 -1.6 0.099
F 0.820935 -4.741300 -4.924765 1.3 0.6 -0.2 0.102
H -0.927679 -6.565577 -6.431626 -0.5 0.1 0.1 0.146
H -0.811443 -4.785311 -6.763711 1.1 -0.4 -0.2 0.149
H -0.182215 -6.179944 -4.094583 -0.4 0.0 0.3 0.180
C -1.542925 3.929982 -2.193824 -0.1 0.3 0.0 -0.028
C -0.374952 4.639668 -2.914515 -2.7 0.1 0.3 -0.302
O 0.590699 3.676523 -2.853086 3.8 2.3 -1.4 0.162
C 0.173823 2.471724 -2.620909 0.0 -3.0 1.0 -0.549
O 0.832527 1.447034 -2.740758 -1.8 2.4 0.3 0.158
O -1.074866 2.599952 -2.147043 -1.0 -2.0 -0.2 0.071
F -0.061918 5.815769 -2.331109 0.8 -0.1 0.4 0.086
H -2.464246 4.058968 -2.761832 0.0 -0.5 -0.1 0.143
H -1.789682 4.201881 -1.167534 0.5 0.5 -0.1 0.127
H -0.660960 4.870075 -3.940774 0.4 0.0 -0.2 0.175
C 3.746893 1.982842 -1.418027 -1.2 0.7 0.3 -0.073
C 4.245319 2.536124 -2.716070 -2.3 -0.7 0.1 -0.327
O 4.454620 1.388639 -3.520847 0.6 1.0 -1.2 0.163
C 4.565429 0.312085 -2.745715 0.3 -2.8 0.5 -0.534
O 4.938831 -0.820955 -3.010028 -0.7 2.8 -0.1 0.141
O 4.126757 0.626840 -1.528626 -0.2 -0.3 2.1 0.091
F 5.374988 3.117397 -2.376368 2.7 1.2 -0.7 0.106
H 2.693337 2.126905 -1.178493 -0.3 -0.6 -0.7 0.108
H 4.178388 2.618878 -0.645131 0.8 -0.9 0.4 0.134
H 3.582735 3.261659 -3.187956 0.2 -0.3 -0.5 0.171
C 1.498830 1.465728 3.537299 -0.2 1.2 1.7 -0.044
C 1.065325 2.863579 3.955210 -0.2 0.3 0.7 -0.286
O 2.183785 3.670618 3.567749 0.1 -0.2 0.5 0.132
C 2.811044 2.988639 2.582810 1.1 2.0 -2.3 -0.561
O 3.647056 3.457727 1.834404 -1.2 -0.9 1.7 0.147
O 2.220554 1.825724 2.407355 0.8 -1.8 -2.0 0.068
F 0.875976 2.967415 5.302729 0.1 0.1 -0.4 0.069
H 0.690502 0.742355 3.430395 0.3 0.1 -0.5 0.131
H 2.243311 1.163666 4.273910 -0.4 -0.6 0.4 0.150
H 0.214245 3.299370 3.431900 -0.3 -0.4 0.3 0.135
C 3.392241 -3.396925 -1.377379 1.1 0.9 2.1 -0.041
C 2.895168 -4.205347 -0.144755 3.8 -0.6 -3.3 -0.346
O 2.812372 -5.455682 -0.789791 0.2 -3.6 3.0 0.139
C 2.939761 -5.452814 -2.117397 -0.1 -3.4 0.1 -0.623
O 2.926326 -6.388301 -2.891681 -0.4 0.9 1.5 0.139
O 3.134759 -4.258834 -2.403768 0.3 4.4 -5.1 0.128
F 1.705056 -3.887331 0.106426 -5.4 1.7 1.8 0.146
H 4.470493 -3.240235 -1.407697 0.0 0.4 0.4 0.146
H 2.860782 -2.447922 -1.448489 0.0 -0.2 -0.3 0.127
H 3.474327 -4.168127 0.777891 0.4 -0.6 -0.3 0.174
C 0.658642 6.304306 1.097708 0.9 -0.8 0.3 -0.037
C -0.773173 6.048960 1.198344 -1.8 0.2 1.0 -0.293
O -0.876552 4.612946 1.220187 -2.9 1.2 0.8 0.117
C 0.178898 4.040444 0.738254 2.2 -2.2 -1.6 -0.514
O 0.268726 2.815666 0.489398 0.2 4.6 0.8 0.130
O 1.090017 5.053581 0.548405 1.6 -1.7 -0.5 0.070
F -1.441995 6.589664 0.162246 -0.5 -0.4 -0.7 0.092
H 1.007931 6.463945 2.117816 0.7 -0.3 -0.1 0.149
H 0.964546 7.136220 0.463321 -0.2 -0.3 -0.1 0.159
H -1.253896 6.414395 2.105783 0.0 -0.2 0.0 0.178
C -4.427928 -2.562288 -0.458967 0.0 1.5 1.3 -0.028
C -5.467017 -3.390604 -1.189522 1.4 1.3 -0.9 -0.322
O -6.063670 -2.456098 -2.066065 0.8 0.0 -0.8 0.138
C -5.603065 -1.197951 -1.829574 -0.9 1.3 0.4 -0.540
O -6.024541 -0.199575 -2.346783 0.5 -1.1 0.0 0.148
O -4.720637 -1.182898 -0.807420 -0.1 -0.8 -0.7 0.059
F -6.466884 -3.767941 -0.398289 -0.7 -1.0 1.2 0.092
H -3.360717 -2.690241 -0.640005 -0.3 -0.7 -0.3 0.117
H -4.649274 -2.612074 0.607165 0.3 -0.3 0.1 0.135
H -4.950456 -4.223599 -1.666376 -0.8 -0.2 -0.5 0.162
C -0.374580 -0.273460 0.349989 0.3 0.3 0.6 -0.064
C 1.005208 -0.512116 -0.212513 -2.7 0.7 -0.3 -0.323
O 0.597658 -1.340142 -1.270599 1.8 -0.8 -3.2 0.108
C -0.554863 -2.035251 -1.070397 1.2 -1.9 2.0 -0.504
O -0.946155 -3.078243 -1.546191 0.7 2.6 0.0 0.166
O -1.004420 -1.541153 0.087648 -2.0 1.0 1.0 0.055
F 1.733100 -1.205182 0.659127 1.2 -0.7 0.6 0.092
H -0.847180 0.551194 -0.183575 -0.2 -0.2 0.0 0.127
H -0.321613 -0.054491 1.416450 -0.4 -0.3 -0.1 0.115
H 1.522526 0.406649 -0.488826 0.1 -0.5 -0.6 0.144
N -0.470020 -1.964287 4.001261 -1.0 0.4 -0.7 -0.003
C 0.005089 -1.581151 5.229338 1.0 -0.1 -1.1 -0.120
C 1.384525 -1.780947 5.132933 -0.2 0.4 0.7 -0.130
C 1.686643 -2.276208 3.858458 -0.5 -0.7 -1.0 -0.114
C 0.503876 -2.342070 3.121861 0.4 -0.2 1.4 -0.117
H -1.441628 -1.923699 3.728424 0.2 0.2 0.1 0.126
H -0.677226 -1.076501 5.897301 0.3 -0.3 0.3 0.097
H 2.191276 -1.555684 5.814688 -0.4 0.0 0.5 0.092
H 2.630040 -2.733656 3.599308 0.1 0.5 -0.3 0.094
H 0.235300 -2.645071 2.120630 0.2 -0.1 0.2 0.102
N -2.902955 0.914515 4.772552 -1.4 -2.5 0.8 0.010
C -2.324088 2.041201 4.509170 2.0 3.8 -1.8 -0.156
C -2.178966 2.175404 3.106855 0.1 0.1 1.6 -0.084
C -2.754598 1.027500 2.562426 0.1 -0.4 -0.1 -0.100
C -3.187869 0.250213 3.616616 -0.3 -0.9 -0.8 -0.137
H -3.140360 0.618439 5.708534 0.0 -0.1 -0.3 0.164
H -2.053681 2.743778 5.283551 0.1 -0.1 0.0 0.117
H -1.668030 2.924388 2.520019 -0.3 0.1 0.4 0.065
H -2.777407 0.849195 1.497494 -0.3 -0.4 0.2 0.100
H -3.629523 -0.735340 3.619465 -0.1 0.2 0.1 0.108

=====

Entry 3:
84
Properties=species:S:1:pos:R:3:forces:R:3:lowdin_charge:R:1 method="wB97M-V/def2-TZVPD" total_charge=+3 de_lowest_kj_mol=30.3
Pb 0.280285 -0.659345 -0.306454 0.3 -0.1 -0.2 1.277
C 5.840646 -0.265557 1.794335 -0.1 0.0 -0.1 0.004
N 4.675971 0.057279 0.961103 0.1 0.0 0.0 -0.110
C 4.607697 1.107849 0.090430 0.0 0.0 0.0 -0.023
C 3.379882 1.041239 -0.501107 0.0 0.0 0.0 -0.119
N 2.702378 -0.038521 -0.000094 -0.1 0.1 0.1 -0.069
C 3.504684 -0.618302 0.888627 0.0 -0.1 -0.1 -0.458
P 3.211310 -2.181100 1.791138 0.1 0.0 0.1 1.191
C 1.660050 -1.787301 2.663243 0.0 -0.1 -0.1 -0.460
N 0.518398 -1.393568 2.110304 0.1 0.1 0.0 -0.064
C -0.405936 -1.335582 3.114619 0.0 0.0 0.0 -0.124
C 0.185451 -1.705384 4.287565 0.0 0.0 0.0 -0.023
N 1.487906 -1.990954 3.991640 0.0 0.0 0.1 -0.111
C 2.489373 -2.441081 4.963983 -0.1 0.0 -0.1 0.003
C 2.519204 -3.156541 0.419982 0.0 0.0 0.0 -0.457
N 1.568214 -2.781210 -0.428479 -0.1 0.0 -0.1 -0.062
C 1.374686 -3.819993 -1.296688 0.0 0.0 0.0 -0.119
C 2.224476 -4.835139 -0.964411 0.0 0.0 0.0 -0.013
N 2.941605 -4.406459 0.115479 0.0 -0.1 0.0 -0.108
C 3.966260 -5.193381 0.809508 -0.1 0.1 -0.1 0.003
H 6.556213 0.545210 1.700128 0.0 0.0 0.0 0.103
H 5.542682 -0.357242 2.835081 0.0 0.0 0.0 0.090
H 6.299648 -1.190633 1.454631 0.0 0.0 0.0 0.099
H 5.428405 1.792502 -0.039450 0.0 0.0 0.0 0.138
H 2.956009 1.689434 -1.250392 0.0 0.0 0.0 0.101
H -1.430033 -1.051658 2.940214 0.0 0.0 0.0 0.107
H -0.202360 -1.798643 5.287496 0.0 0.0 0.0 0.137
H 2.042531 -2.393632 5.952107 0.0 0.0 0.0 0.102
H 2.784715 -3.466326 4.754942 0.0 0.0 0.0 0.097
H 3.359599 -1.790763 4.937561 0.0 0.0 0.0 0.091
H 0.657313 -3.774420 -2.099952 0.0 0.0 0.0 0.076
H 2.379158 -5.808318 -1.397746 0.0 0.0 0.0 0.140
H 4.048702 -6.152683 0.308416 0.0 0.0 0.0 0.103
H 4.925101 -4.683446 0.763530 0.0 0.0 0.0 0.095
H 3.678655 -5.358317 1.844674 0.0 0.0 0.0 0.095
N -4.401253 -2.031799 -1.583687 0.0 -0.1 0.1 0.159
C -3.257511 -1.678180 -1.024952 0.0 0.2 -0.2 -0.841
S -2.094921 -2.646326 -0.416101 -0.1 0.0 0.2 0.729
N -3.111530 -0.218226 -1.172941 0.3 0.1 -0.1 0.164
N -2.797336 0.432590 -0.210277 -0.6 -0.1 0.3 0.146
C -2.956455 1.522075 0.472488 0.4 0.0 -0.2 -0.059
C -4.348797 1.973683 0.589681 0.0 0.0 0.0 -0.185
C -5.119168 2.086423 -0.572594 0.0 0.0 0.0 -0.011
C -6.407588 2.575105 -0.481648 0.0 0.0 0.0 -0.029
C -6.942688 2.892782 0.765158 0.0 0.0 0.0 -0.013
C -6.188286 2.744842 1.922416 0.0 0.0 0.0 -0.024
C -4.882153 2.294065 1.841479 0.0 0.0 0.0 -0.012
C -1.836055 2.211085 1.152758 0.0 0.0 0.0 -0.217
C -2.050122 3.519611 1.564476 0.1 0.0 0.0 0.032
C -1.015773 4.184588 2.217934 -0.1 0.1 0.0 0.001
C 0.167978 3.516735 2.435554 0.1 0.0 0.0 0.000
C 0.295141 2.207731 1.963999 0.1 0.0 0.0 -0.119
N -0.667445 1.569041 1.324164 -0.4 -0.1 0.0 0.051
H -4.645243 -3.011474 -1.621344 0.0 0.0 0.0 0.136
H -5.037504 -1.355798 -1.980677 0.0 0.0 0.0 0.134
H -4.702340 1.835634 -1.542188 0.0 0.0 0.0 0.118
H -7.000374 2.708036 -1.376189 0.0 0.0 0.0 0.125
H -7.960355 3.254042 0.832175 0.0 0.0 0.0 0.129
H -6.619222 2.982847 2.884984 0.0 0.0 0.0 0.127
H -4.288612 2.179274 2.739406 0.0 0.0 0.0 0.132
H -2.987420 4.018654 1.370253 0.0 0.0 0.0 0.131
H -1.149090 5.205396 2.549903 0.0 0.0 0.0 0.133
H 0.990749 3.988505 2.954985 0.0 0.0 0.0 0.127
H 1.219720 1.657905 2.108810 0.0 0.0 0.0 0.110
N 2.002717 -1.188649 -3.940974 0.0 0.0 -0.1 0.204
C 0.683556 -1.414476 -3.920967 0.0 0.0 0.0 -0.669
O -0.001443 -1.276528 -2.898764 0.2 0.0 0.1 -0.181
C 0.048656 -1.860623 -5.205215 0.0 0.1 0.0 -0.558
I 0.382558 -3.944915 -5.471849 0.0 -0.1 0.0 0.886
H 2.492535 -0.977450 -3.087052 0.0 0.0 0.0 0.109
H 2.546176 -1.373068 -4.768478 0.0 0.0 0.0 0.124
H 0.455459 -1.355334 -6.076651 0.0 0.0 0.0 0.062
H -1.023286 -1.717094 -5.142699 0.0 0.0 0.0 0.053
I -2.608278 2.421989 -5.261475 -0.1 0.0 -0.1 0.949
C -1.279231 2.815673 -3.725400 0.1 0.0 0.1 -0.729
C -0.681503 4.058171 -3.571374 0.0 0.0 0.0 -0.102
C 0.193675 4.240208 -2.510408 0.0 0.0 0.0 -0.033
C 0.432059 3.182284 -1.649769 -0.1 0.0 0.1 -0.156
N -0.133749 1.980490 -1.794353 0.1 0.0 0.0 0.003
C -0.968004 1.809664 -2.820984 0.0 0.0 0.0 -0.258
H -0.889725 4.864197 -4.262391 0.0 0.0 0.0 0.115
H 0.681898 5.192270 -2.353493 0.0 0.0 0.0 0.121
H 1.098582 3.305073 -0.801808 0.0 0.0 0.0 0.099
H -1.397836 0.821275 -2.939897 0.0 0.0 0.0 0.057